Below is a molecular structure, C51H50N6O2P2RuS3 in a non-equilibrium geometry, with properties calculated with the ωB97M-V functional and the def2-TZVPD basis.

As for the LUMO energy (spin up / spin down): -9.005 / -8.881 eV. As for the frontier orbital gap (spin up / spin down): 0.225 / 0.230 Ha. The HOMO energy (spin up / spin down) comes out at -0.55631 / -0.55629 hartree.

```
! RIJCOSX wB97M-V def2-TZVPD def2/J DEFGRID3
* xyz 3 2
Ru -1.30197 -0.39193 -0.18755
C -5.44047 -0.18143 -1.62135
C -3.96907 -0.26933 -1.38715
N -3.39227 -0.40153 -0.22895
N -4.07277 -0.44683 0.93955
C -3.43577 -0.74953 2.09415
N -4.09407 -0.66233 3.24645
S -1.83237 -1.28633 2.07965
C -3.05097 -0.25423 -2.51675
C -3.47407 -0.16993 -3.84815
C -2.54117 -0.22783 -4.86795
C -1.19447 -0.34593 -4.54225
C -0.84047 -0.39873 -3.20615
N -1.73247 -0.36463 -2.22235
H -6.02927 -0.23373 -0.70985
H -5.75977 -1.00583 -2.26015
H -5.69117 0.75107 -2.12605
H -5.07117 -0.23543 0.94445
H -5.07007 -0.42063 3.32185
H -3.61267 -0.93633 4.08885
H -4.52027 -0.06953 -4.08695
H -2.85157 -0.18803 -5.89915
H -0.43427 -0.39903 -5.30645
H 0.20173 -0.48443 -2.91175
S 0.94913 -1.05093 -0.54785
C 1.28713 -2.71653 -0.20495
N 2.53053 -3.03253 0.21845
C 2.83583 -4.42383 0.45055
C 2.12063 -5.26953 -0.59705
N 0.70193 -5.00563 -0.52425
C -0.19007 -6.13753 -0.47695
C 0.01183 -6.85773 0.83535
C 0.52223 -8.14903 0.87605
C 0.65593 -8.80053 2.09005
C 0.30963 -8.15183 3.27145
C -0.18867 -6.85663 3.23595
C -0.32237 -6.20523 2.02515
C 0.31673 -3.71513 -0.42935
S -1.33857 -3.28663 -0.62845
C 3.59883 -2.06873 0.34595
C 4.50733 -2.13263 -0.86085
C 4.01973 -1.75473 -2.11135
C 4.84873 -1.77033 -3.21605
C 6.16723 -2.18323 -3.08725
C 6.65253 -2.57483 -1.84775
C 5.82443 -2.56043 -0.73845
H 2.49543 -4.72063 1.45165
H 3.91513 -4.56603 0.38785
H 2.30283 -6.32783 -0.41445
H 2.48463 -5.01023 -1.59955
H 0.03463 -6.80093 -1.31525
H -1.21727 -5.78213 -0.57165
H 0.77313 -8.66163 -0.04055
H 1.02003 -9.81613 2.11655
H 0.43463 -8.65703 4.21705
H -0.46787 -6.35933 4.15185
H -0.71177 -5.19623 1.98695
H 4.16123 -2.29203 1.25745
H 3.15923 -1.06973 0.43645
H 2.99163 -1.43603 -2.20685
H 4.47063 -1.46743 -4.17805
H 6.80983 -2.21083 -3.95365
H 7.67803 -2.88763 -1.74535
H 6.20733 -2.85873 0.22555
O -1.97537 2.00407 -0.39395
P -1.85317 3.40427 0.11015
C -0.98087 3.49417 1.74385
P 0.41163 2.29477 1.66035
O -0.12077 0.92047 1.41805
C 1.32693 2.27267 3.22445
C 2.68263 1.96427 3.20485
C 3.37943 1.87507 4.39635
C 2.72503 2.07217 5.60245
C 1.36423 2.34077 5.61945
C 0.66053 2.43197 4.43145
C 1.50243 2.86137 0.33455
C 2.39743 3.90767 0.53355
C 3.25903 4.26817 -0.48485
C 3.22183 3.60137 -1.70015
C 2.30533 2.58277 -1.90845
C 1.44743 2.21147 -0.89035
C -3.50717 4.09227 0.37955
C -3.87367 4.87547 1.46565
C -5.18137 5.31967 1.57135
C -6.11207 4.99697 0.59635
C -5.73667 4.23737 -0.50285
C -4.43547 3.78607 -0.61025
C -0.95267 4.47617 -1.03345
C -0.62137 5.77947 -0.67745
C 0.05893 6.58047 -1.57615
C 0.39433 6.09077 -2.83015
C 0.03803 4.80007 -3.19295
C -0.64357 3.99527 -2.29905
H -1.67497 3.17467 2.52765
H -0.62807 4.50297 1.95225
H 3.18553 1.81277 2.25855
H 4.43473 1.65457 4.38075
H 3.27253 2.01217 6.52945
H 0.84863 2.48037 6.55625
H -0.40217 2.63377 4.43995
H 2.42473 4.41877 1.48285
H 3.96423 5.06857 -0.32405
H 3.90833 3.87857 -2.48415
H 2.25613 2.08097 -2.86245
H 0.71513 1.42147 -1.03085
H -3.15127 5.14407 2.22115
H -5.47167 5.92587 2.41555
H -7.12947 5.34347 0.68995
H -6.45587 4.01287 -1.27575
H -4.11147 3.19907 -1.46035
H -0.90857 6.16987 0.28775
H 0.32143 7.58987 -1.29965
H 0.92073 6.72167 -3.52905
H 0.28993 4.42367 -4.17265
H -0.94067 2.98957 -2.56625
*
```

Atom charges from the Löwdin analysis, given in e for atoms 1 to 6: 0.9195, 0.0271, -0.2209, -0.0713, 0.0313, -0.7546

***

Below is a molecular structure, C51H50NO3PS4W in a non-equilibrium geometry, with properties calculated with the ωB97M-V functional and the def2-TZVPD basis.

As for the LUMO energy: -6.166 eV. As for the frontier orbital gap: 0.241 Ha. The HOMO energy comes out at -0.46741 hartree.

```
! RIJCOSX wB97M-V def2-TZVPD def2/J DEFGRID3
* xyz 2 1
W 0.32944 -0.91794 0.08763
C -6.05719 -1.15160 -0.18178
C -5.32883 -1.85946 -1.12697
C -4.03030 -1.47784 -1.43804
C -3.45392 -0.38188 -0.80066
C -4.19392 0.33228 0.14380
C -5.48997 -0.05088 0.44982
P -1.75461 0.08515 -1.18713
C -1.70995 1.79749 -1.75029
C -2.84089 2.60260 -1.85957
C -2.72358 3.90077 -2.34109
C -1.48532 4.39851 -2.71648
C -0.35466 3.59544 -2.62143
C -0.46605 2.30215 -2.14219
C -1.13179 -0.98123 -2.44381
C -1.41271 -0.99855 -3.80879
C -0.78957 -1.94956 -4.59121
C 0.09713 -2.85163 -4.00575
C 0.40498 -2.79863 -2.65557
C -0.19717 -1.83938 -1.83317
H -7.07175 -1.44584 0.05154
H -5.77545 -2.70416 -1.63481
H -3.47425 -2.02589 -2.18830
H -3.77111 1.20440 0.62869
H -6.06489 0.51760 1.16926
H -3.81786 2.22232 -1.59471
H -3.60828 4.51628 -2.43675
H -1.40118 5.40710 -3.09917
H 0.61095 3.97280 -2.93154
H 0.42033 1.67336 -2.11426
H -2.11080 -0.28939 -4.23799
H -0.98397 -2.00048 -5.65433
H 0.58323 -3.59109 -4.62923
H 1.14263 -3.48731 -2.27411
C 2.79581 -4.67528 1.73046
C 2.07373 -3.35729 1.64749
S 1.39067 -2.96459 0.09428
C 1.89918 -2.50557 2.66904
C 2.40874 -2.70662 4.06363
S 1.02203 -1.03851 2.37023
H 2.67319 -5.24533 0.81113
H 2.41985 -5.28370 2.55401
H 3.86496 -4.52392 1.88534
H 2.87631 -3.68242 4.17281
H 1.60150 -2.62447 4.79341
H 3.15178 -1.94723 4.31373
C -3.38304 -2.75534 2.20347
S -1.62810 -2.87258 1.91139
O -1.46375 -1.74770 0.84191
C -1.53417 -4.39072 1.02161
C -2.04695 -4.50975 -0.26368
C -1.92119 -5.72438 -0.91295
C -1.30402 -6.79651 -0.27457
C -0.80079 -6.66265 1.01092
C -0.90151 -5.44360 1.66725
H -3.89973 -2.74511 1.24377
H -3.55940 -1.83442 2.75640
H -3.67674 -3.61826 2.80003
H -2.50623 -3.65859 -0.74894
H -2.30167 -5.84036 -1.91883
H -1.21332 -7.74426 -0.78810
H -0.32067 -7.49982 1.49862
H -0.48847 -5.31310 2.66049
N 0.06363 1.07818 0.84651
S 0.49175 1.89303 2.22636
C 0.26641 3.56495 1.68862
C -0.98302 4.04463 1.30874
C -1.07637 5.34347 0.84742
C 0.06404 6.13940 0.76523
C 1.30307 5.64517 1.14073
C 1.41297 4.34272 1.61037
C -0.89114 1.63840 3.31151
C -2.02695 0.96669 2.90138
C -3.07721 0.83131 3.79937
C -2.97301 1.35274 5.08136
C -1.81408 2.00878 5.47988
C -0.75777 2.15090 4.59480
H 0.35793 1.69000 0.08727
H -1.85966 3.41300 1.37974
H -2.03764 5.74337 0.55475
H -0.02029 7.15773 0.40961
H 2.18253 6.27084 1.07720
H 2.37158 3.93956 1.91313
H -2.08336 0.55323 1.90364
H -3.98583 0.32731 3.49255
H -3.79526 1.24747 5.77608
H -1.73324 2.40986 6.48066
H 0.14873 2.66003 4.90031
C 6.37102 4.17891 -2.28332
C 5.46878 3.00053 -2.05372
C 5.12104 2.59991 -0.77133
C 4.29929 1.50237 -0.53779
C 4.05642 1.07967 0.88673
C 3.82385 0.78789 -1.64076
C 4.17719 1.15112 -2.95182
C 3.69591 0.38176 -4.15378
C 4.98167 2.26532 -3.13033
C 2.94424 -0.39875 -1.49581
O 3.09209 -1.48405 -1.96096
O 1.76168 -0.09833 -0.81642
H 6.50794 4.76104 -1.37359
H 5.96988 4.83470 -3.05624
H 7.35469 3.84632 -2.61886
H 5.51063 3.14837 0.07929
H 4.19762 1.92426 1.56166
H 4.77718 0.31271 1.18254
H 3.06257 0.67099 1.05408
H 2.62323 0.18035 -4.11111
H 4.19931 -0.58182 -4.22980
H 3.89644 0.94465 -5.06311
H 5.24272 2.56581 -4.13868
*
```

Atom charges from the Löwdin analysis, given in e for atoms 1 to 6: 1.2617, -0.0555, -0.0572, -0.0817, -0.3336, -0.1113

***

no.,DFT total energy (hartree),molar mass (g mol⁻¹)
1,-4423.89048,1038.22
2,-4254.64963,1068.05